1.
Below is the molecule C4H7F2IO, with properties calculated with ωB97M-V/def2-TZVPD.

Properties
Energy relative to the best compared isomer or geometry (same formula, charge and spin)   0.0000 eV
Calculated total energy   -19844.16018 eV
Orbital gap   9.898 eV
F_max   3.45 eV/Å
Net charge   0
SMILES   CC(C)(O)C(F)(F)I

Last column: Mulliken charge in e.
Atoms and positions in Å:
I -0.543448 -1.627634 -3.036701  0.02
F 2.071431 -1.606843 -1.760507  -0.23
F 0.716386 -2.977630 -0.791210  -0.23
O 1.500447 -0.622134 0.808545  -0.55
C -0.841727 -0.833506 0.568553  -1.52
C 0.805080 -1.774163 -1.349707  0.35
C 0.463863 -0.461571 -0.090494  1.05
C 0.488481 0.869974 -0.807514  -1.52
H -0.740863 -1.800209 1.057679  0.37
H -1.650520 -0.872102 -0.156033  0.33
H 1.288871 0.909506 -1.546644  0.40
H -0.458542 1.076321 -1.298616  0.34
H -1.074533 -0.088693 1.325973  0.42
H 2.330334 -0.332734 0.413741  0.37
H 0.674226 1.648117 -0.064795  0.42

Atoms 1-3, force components in eV/Å:
I 0.1578 -0.1420 0.0595
F 0.1671 -0.0171 -0.1018
F -0.0209 -0.1687 0.0591

2.
Below is a structure of composition C24H20ClHfNPS, with properties calculated with ωB97M-V/def2-TZVPD.

Properties
Calculated total energy   -60649.56250 eV
Orbital gap   5.954 eV
F_max   3.96 eV/Å
Net charge   +1

Last column: Mulliken charge in e.
Atoms and positions in Å:
Hf -3.322377 0.475457 0.794000  1.04
Cl -3.279116 -1.214292 -0.838382  -0.37
S -5.522055 0.056119 1.719059  -0.28
P 0.352210 -0.448994 -0.078822  0.77
N -7.816023 1.708284 2.043089  -0.41
C -2.401602 2.737216 0.957651  -0.23
C -2.472498 2.315842 -0.433168  0.14
C 0.499635 -4.306113 1.290722  -0.58
C 2.630057 -0.395482 1.688583  -0.08
C 2.969246 0.787710 -3.094432  -0.59
C 1.157149 -0.034014 -1.694299  -0.10
C 1.733216 -2.886850 -0.792729  0.00
C 0.825601 -2.231595 0.060732  0.13
C 2.022933 -4.243579 -0.593454  -0.63
C -3.726723 2.704415 1.484979  -0.80
C 2.216064 0.514986 -4.242409  -0.50
C 1.574094 0.306577 1.080481  -0.06
C -3.855048 2.022639 -0.740351  -1.17
C -6.828222 1.066678 1.911737  0.47
C 1.385475 1.677112 1.371403  -0.11
C 2.446309 0.517638 -1.822547  0.05
C 3.497000 0.271312 2.564680  -0.64
C -4.632146 2.357314 0.431311  -0.41
C 1.410079 -4.955164 0.444344  -0.51
C 3.313021 1.629372 2.846672  -0.53
C 2.254999 2.328358 2.247111  -0.65
C 0.198378 -2.956647 1.100323  -0.30
C 0.930339 -0.032405 -4.118219  -0.54
C 0.393152 -0.297139 -2.856053  -0.43
H -1.574469 3.275636 1.416286  0.57
H 2.785816 -1.456797 1.473870  0.34
H 3.972509 1.212486 -3.178752  0.40
H 0.022881 -4.854753 2.105535  0.39
H -0.611991 -0.720345 -2.754467  0.37
H -1.707270 2.525022 -1.169214  0.58
H -4.017444 2.997487 2.489553  0.45
H 1.638386 -6.013761 0.593021  0.38
H 2.221564 -2.342233 -1.606685  0.31
H 2.733804 -4.738778 -1.258869  0.40
H 4.317265 -0.283379 3.024911  0.40
H 2.628200 0.730541 -5.232067  0.38
H 0.343595 -0.255596 -5.012168  0.40
H -0.516348 -2.449803 1.755991  0.20
H 0.563628 2.221614 0.895270  0.28
H -4.258003 1.709718 -1.697131  0.46
H 3.989668 2.143358 3.534427  0.38
H 2.108230 3.388907 2.460986  0.40
H -5.643044 2.708586 0.361676  0.85
H 3.049877 0.727340 -0.934186  0.33

Atoms 1-3, force components in eV/Å:
Hf 0.7733 -2.9429 0.2897
Cl -0.1240 0.3299 0.3271
S 0.2589 -1.6890 0.3526

3.
Below is a structure of composition C11H25N5O7Pt, with properties calculated with ωB97M-V/def2-TZVPD.

Properties
Energy relative to the best compared isomer or geometry (same formula, charge and spin)   1.6669 eV
Calculated total energy   -36830.65223 eV
Orbital gap (spin up / spin down)   5.917 / 6.276 eV
F_max   7.24 eV/Å
Net charge   0
2S+1   3

Last column: Mulliken charge in e.
Atoms and positions in Å:
Pt -0.205673 0.071689 -0.488521  0.33
O 0.884641 -2.157658 -2.022629  -0.55
O -0.506369 0.225765 -3.234268  -0.56
O 1.550096 -0.823146 0.511037  -0.45
O -1.824302 -0.498738 1.951222  -0.63
O -4.375026 2.794970 -0.938472  -0.63
O 2.201600 0.232441 -2.033532  -0.87
O -0.597094 1.857288 1.786990  -0.97
N -0.096051 -1.797012 -1.184009  0.36
N 1.462519 0.902588 -1.255641  0.68
N 0.073990 1.680828 0.704005  1.13
N 3.229516 -1.657692 1.678582  -0.44
N -1.360264 -0.993945 0.776951  0.35
C -1.443895 0.938568 -1.693693  -0.98
C 2.053922 -1.015611 1.666170  0.57
C 2.923968 2.806926 -1.465850  -1.50
C -2.626668 -3.034216 1.233628  -1.55
C -0.938392 -2.709882 -0.704534  0.17
C 1.484447 -0.602394 2.974631  -0.83
C 0.982329 2.592353 0.268640  0.51
C -0.946257 -4.087031 -1.255688  -1.62
C 1.767065 2.148772 -0.823396  0.02
C 1.078580 3.881735 0.992504  -1.48
C -1.671157 -2.244364 0.426819  0.57
H 1.371025 3.731797 2.040006  0.27
H -1.450315 0.449022 1.977094  0.55
H -5.254066 2.355937 -0.793128  0.31
H 3.707959 -1.852943 2.521793  0.19
H -4.065884 2.999030 -0.055302  0.32
H 0.114982 4.409904 0.990570  0.28
H -0.512231 -4.794587 -0.535398  0.26
H 1.820990 4.534815 0.519946  0.43
H 2.104172 -0.986071 3.797544  0.40
H 3.626679 -1.934870 0.776665  0.26
H 0.465118 -0.998332 3.078911  0.17
H -2.105189 -3.639095 1.988147  0.24
H -1.017783 0.677799 -3.921533  0.28
H -3.181861 -3.724885 0.587437  0.42
H -1.979769 -4.406714 -1.437558  0.38
H 3.062278 3.809863 -1.057600  0.42
H -1.252180 1.989808 -1.585284  0.53
H 3.851251 2.242279 -1.299485  0.28
H 2.771274 2.898357 -2.549250  0.29
H 1.429187 -1.316922 -2.199482  0.50
H 1.453668 0.495181 3.038134  0.17
H -0.378654 -4.140846 -2.192943  0.41
H -2.018325 0.242815 -0.953795  0.06
H -2.322612 0.830879 -2.355045  0.57
H -3.341235 -2.384453 1.748627  0.39

Atoms 1-3, force components in eV/Å:
Pt 5.3025 -2.0289 4.4960
O 1.0425 -0.0371 -0.9899
O -0.8224 0.8498 1.1277

4.
Below is a structure of composition C40H35As2Cl4N5O13S2W, with properties calculated with ωB97M-V/def2-TZVPD.

Properties
Energy relative to the best compared isomer or geometry (same formula, charge and spin)   1.1075 eV
Calculated total energy   -271374.94306 eV
Orbital gap (spin up / spin down)   4.584 / 4.623 eV
F_max   5.23 eV/Å
Net charge   0
2S+1   3

Last column: Mulliken charge in e.
Atoms and positions in Å:
W -0.092908 -0.086901 0.964310  -0.56
As -3.908908 3.323899 -0.966590  0.41
As -0.426208 1.580699 -0.987790  1.64
Cl 5.577692 0.569999 5.566310  -0.21
Cl 4.995692 -4.750801 1.089010  -0.22
Cl -0.220308 -5.358701 -0.197790  -0.05
Cl 2.350192 -3.157101 3.376610  0.08
S -1.102308 -2.474001 1.107710  -0.44
S -1.643708 -0.301901 3.055910  -0.60
O 0.155792 3.835399 0.530510  -0.65
O -3.946408 5.169099 -3.046090  -0.60
O 0.524492 2.783199 -3.621390  -0.63
O 0.454092 1.494099 1.896610  0.48
O -2.424708 -0.148501 0.331610  -0.30
O 0.341392 -0.961501 -1.109490  -0.38
O -1.406608 4.101599 2.077510  -0.47
O 1.064592 -0.865601 2.163310  1.22
O -4.587008 0.444299 -0.080290  -0.40
O -1.853008 5.336599 -3.825190  -0.20
O 0.773192 4.819299 -2.849090  -0.36
O 1.870092 -1.971901 0.061010  -0.44
O 2.222692 0.757699 0.041010  -0.08
N 3.248992 2.770399 0.036310  -0.32
N 2.857492 1.652799 -1.936190  -0.26
N 2.695692 -4.467401 -0.652090  -0.17
N -3.581108 -5.006501 2.108810  -0.56
N -4.391508 -2.007701 5.074210  -0.57
C -3.316608 0.759099 0.148610  -1.47
C -3.942508 5.023799 0.067710  -1.14
C 2.084092 -4.657201 -1.873290  -0.13
C 3.428292 -5.389101 1.439810  0.54
C -1.607108 2.334999 0.431110  0.61
C 2.735392 1.703099 -0.593690  0.19
C 1.133992 -5.658401 0.833510  1.42
C 2.341292 0.846699 3.224010  1.57
C -4.949108 -0.912401 0.124410  -0.65
C -1.662508 0.629499 -2.258690  -1.43
C 1.496692 1.816599 2.681310  -1.15
C 2.410092 -5.183501 0.498210  -1.06
C -2.295808 6.250699 -4.824790  -0.81
C 1.771292 -3.584701 -2.720090  0.64
C 3.450592 1.164299 4.047110  -1.44
C 0.106592 3.682399 -2.909790  0.57
C -2.438208 3.521099 2.856510  -0.24
C -3.293008 -3.980301 2.534210  -0.13
C -2.286108 3.848699 -2.032690  0.46
C 0.453992 5.810899 -1.878190  -0.23
C 1.211092 -3.854001 -3.961890  -0.82
C -2.988308 2.115899 0.237010  0.55
C 0.910492 -6.322801 2.027610  -0.84
C -3.742908 -2.306301 4.175810  -0.20
C 0.975892 -5.149501 -4.384590  -0.83
C 2.068892 -0.541301 2.979110  -0.19
C -1.042208 3.374899 -2.021890  -0.16
C -2.777908 4.853699 -3.010390  0.09
C 4.216392 0.163199 4.591510  0.17
C 1.949192 -6.532101 2.916810  -0.48
C 2.830292 -1.520901 3.612110  0.11
C -2.985808 -2.712601 3.064810  0.75
C 2.050992 -2.143401 -2.340590  -1.65
C 1.846992 -5.964301 -2.310490  0.01
C 1.403792 -1.707301 -1.043290  1.26
C 3.922992 -1.186901 4.395210  -0.58
C -0.929108 3.451199 1.002510  0.20
C 1.295692 -6.207401 -3.547890  -0.64
C 3.218792 -6.062301 2.628010  -0.71
C -2.020908 -1.929201 2.489910  1.03
H 3.511692 3.590099 -0.481690  0.24
H -2.473608 4.117599 3.765810  0.33
H -4.705608 4.952899 0.844110  0.35
H 4.034292 -6.201801 3.321310  0.41
H 3.154392 -3.581101 -0.493190  0.28
H 4.519592 -1.959501 4.847810  0.55
H -4.218308 -1.586701 -0.325990  0.24
H -1.408808 6.509899 -5.397590  0.28
H 0.327092 5.352199 -0.895790  0.07
H 0.550392 -5.329501 -5.360890  0.40
H -0.092508 -6.642801 2.259510  0.47
H 1.302292 6.494099 -1.871990  0.35
H 2.340092 0.936899 -2.428690  0.09
H 1.612292 2.875999 2.893510  0.53
H 1.127792 -7.223801 -3.867190  0.42
H -3.044908 5.779499 -5.462990  0.30
H 3.666792 2.199199 4.252510  0.55
H -4.227408 5.823599 -0.614390  0.44
H 2.121492 -6.781801 -1.661290  0.45
H -5.009708 -1.125601 1.195510  0.26
H -3.404908 3.556999 2.348810  0.10
H -2.208308 2.480299 3.109410  -0.01
H -1.685908 -0.439001 -2.036790  0.30
H -2.974708 5.238999 0.516010  0.30
H -2.680508 1.031399 -2.264490  0.45
H -2.739008 7.132199 -4.356890  0.31
H 3.131492 -1.997301 -2.224990  0.35
H 1.685092 -1.501001 -3.144790  0.43
H -1.239608 0.769999 -3.259290  0.52
H -0.447208 6.356899 -2.157690  0.16
H 3.061492 2.488599 -2.460290  0.28
H 1.755692 -7.046201 3.843210  0.40
H 0.961492 -3.031401 -4.616990  0.39
H 3.038392 2.867299 1.019010  0.16
H -5.923908 -1.032601 -0.336090  0.34

Atoms 1-3, force components in eV/Å:
W -3.7811 -3.0076 -0.8887
As -0.2323 0.3913 0.2965
As -2.6082 2.4997 -2.8996